A 9-piece molecular cluster, H18O9 overall in a non-equilibrium geometry, computed with wB97M-V/def2-TZVPD.

Positions of all 27 atoms, in Å:
1 O -2.3970 0.4997 0.9259
2 O -0.7020 -1.2033 3.3109
3 O 0.4120 -0.4303 0.4289
4 O -0.3910 2.2217 -2.4321
5 O -0.4520 1.5067 2.5449
6 O 0.6640 -3.0533 -0.0851
7 O 2.9830 -1.7243 -1.1091
8 O 1.8600 1.3027 -1.0731
9 O -1.4420 -0.0993 -1.6801
10 H -1.6140 -0.7273 -2.4161
11 H -0.6930 1.3957 -2.0251
12 H 0.2750 0.0157 1.2729
13 H -1.1500 2.4257 -2.9971
14 H -0.7090 -0.4043 -1.1271
15 H 2.3920 -1.9983 -0.3991
16 H 0.2280 -1.5003 3.4569
17 H 1.9740 0.9867 -1.9781
18 H 1.0620 0.0537 -0.1191
19 H -2.1100 0.2587 0.0459
20 H -0.6560 -0.2313 3.2469
21 H 0.5780 -2.1923 0.4589
22 H -1.3250 1.1657 2.1369
23 H -3.1790 1.0527 0.8189
24 H 1.2170 2.0017 -1.2261
25 H -0.0540 2.2877 2.1359
26 H 0.2670 -2.8453 -0.9141
27 H 2.9630 -0.7663 -1.2011

Calculated values
Orbital gap in eV: 10.7
Structure (SMILES): O.O.O.O.O.O.O.O.O
2S+1: 1
Largest force on an atom in hartree/bohr: 0.049
E_LUMO in eV: -0.15